{"formula": "C13H7AsBrINO4S4W", "method": "ωB97M-V/def2-TZVPD", "total_charge": 1, "e_above_lowest_kj_mol": 0.0, "gap_ev": 6.335, "e_homo_ha": -0.4378, "symbols": ["W", "O", "C", "O", "C", "C", "C", "C", "C", "N", "C", "O", "O", "H", "H", "H", "S", "As", "S", "S", "S", "Br", "C", "C", "C", "C", "C", "C", "I", "H", "H", "H", "H"], "coordinates": [[1.04249, 0.94715, -0.38302], [-2.65378, 1.79713, 0.75154], [-1.73830, 1.08950, 0.48384], [-0.94060, 1.17338, -0.59293], [-1.23913, -0.03400, 1.36795], [-1.87722, -0.69235, 2.39938], [-1.15276, -1.65302, 3.10256], [0.17967, -1.91424, 2.78921], [0.74666, -1.19147, 1.75998], [0.02789, -0.30737, 1.07971], [2.15474, -1.27570, 1.22717], [2.94397, -2.11775, 1.51523], [2.39370, -0.28346, 0.34159], [-2.90220, -0.45243, 2.64362], [-1.62891, -2.19411, 3.90898], [0.76973, -2.64563, 3.32255], [2.96708, 2.30863, -1.13799], [1.01050, 3.49275, -0.16468], [1.30158, 2.31291, 1.63624], [1.75610, 1.43332, -2.52387], [0.84600, 5.49107, -0.43824], [0.22735, -2.33803, -5.28288], [1.87110, -2.36969, -4.36162], [3.02428, -2.71780, -5.05229], [4.24250, -2.75295, -4.39543], [4.32226, -2.45015, -3.04276], [3.17882, -2.10767, -2.34323], [1.96295, -2.06270, -3.01084], [0.23527, -1.52552, -1.92640], [2.95621, -2.96118, -6.10292], [5.13309, -3.02527, -4.94459], [5.27050, -2.48843, -2.52556], [3.23487, -1.88429, -1.28584]]}